[1]
An isolated molecule of C3H5N3O in a non-equilibrium geometry. Source: the OMol25 dataset; level of theory: the ωB97M-V functional and the def2-TZVPD basis.

Each line ends with the natural charge from an NBO analysis.
Geometry (Å):
C  0.84088  0.06853  0.02684  0.503
C  -1.21544  0.02341  -0.40358  0.387
C  -1.19243  -0.12663  0.90593  -0.221
H  2.39313  0.03285  -1.20853  0.389
H  2.82358  0.67677  0.08757  0.365
H  -2.04126  -0.28652  -2.05074  0.484
H  -1.97535  -0.28003  1.66160  0.227
H  0.33473  -0.22833  2.12695  0.418
N  2.21264  -0.23462  -0.17195  -0.802
N  -0.00905  0.14299  -1.01511  -0.545
N  0.16773  0.11134  1.18489  -0.538
O  -2.33915  0.10024  -1.14387  -0.666

Forces on atoms 1 to 3 (eV/Å):
C -0.33 0.05 -1.98
C -1.60 0.18 -2.27
C 0.01 0.88 1.37

As for the HOMO energy: -8.1 eV. Its energy is -9708.7523 eV. The SMILES is Nc1nc(O)c[nH]1. The energy above the lowest of the compared OMol25 structures with the same formula, charge and spin is 176.7 kJ/mol. The molecular weight comes out at 99.09 g mol⁻¹. Its spin multiplicity is 1.



[2]
A cluster of 2 separate species, C10H16 in total in a non-equilibrium geometry. Source: the OMol25 dataset; level of theory: the ωB97M-V functional and the def2-TZVPD basis.

Each line ends with the natural charge from an NBO analysis.
Geometry (Å):
C  2.40916  -1.10084  -1.06773  -0.400
C  1.40021  -0.95487  -2.20771  -0.617
C  2.44659  0.09286  -0.11333  -0.610
H  3.40243  -1.39678  -1.39971  0.194
H  2.17595  -1.96339  -0.44887  0.191
H  1.79256  -1.32065  -3.15059  0.208
H  0.53634  -1.58522  -1.99830  0.211
H  1.40401  0.34991  0.05584  0.212
H  2.98755  0.92619  -0.54422  0.198
H  1.14409  0.09756  -2.34632  0.207
H  2.98338  -0.08672  0.81874  0.205
C  -0.73169  -0.57771  2.64016  -0.631
C  -2.22748  1.43588  -0.85805  -0.227
C  -1.21855  2.00948  -0.09081  -0.198
C  -2.81493  0.25228  -0.45012  -0.201
C  -0.70798  1.34226  1.00494  -0.227
C  -2.32116  -0.38827  0.69399  -0.222
C  -1.22614  0.09599  1.36794  -0.005
H  -2.52839  1.80696  -1.83409  0.213
H  -0.82815  2.97521  -0.38890  0.211
H  -3.50544  -0.26447  -1.10318  0.212
H  0.07382  1.77990  1.61213  0.214
H  -2.84977  -1.28737  1.00421  0.208
H  -0.20294  -1.47593  2.33094  0.219
H  -1.58442  -0.76828  3.27784  0.220
H  -0.00908  0.00602  3.19519  0.214

Forces on atoms 1 to 3 (eV/Å):
C 0.58 -0.58 0.75
C 0.36 -0.22 0.12
C 0.17 -0.17 -0.47

As for the HOMO energy: -9.1 eV. Its energy is -10629.1915 eV. The SMILES is Cc1ccccc1.CCC. The energy above the lowest of the compared OMol25 structures with the same formula, charge and spin is 53.3 kJ/mol. The molecular weight comes out at 136.24 g mol⁻¹. Its spin multiplicity is 1.



[3]
A structure of composition C52H74BN8O4Tl. Source: the OMol25 dataset; level of theory: the ωB97M-V functional and the def2-TZVPD basis.

Each line ends with the Mulliken charge.
Geometry (Å):
Tl  -1.68677  -0.06165  1.14211  2.681
C  -4.35394  0.84488  2.79473  -1.145
N  -3.92586  0.63759  1.40153  0.877
C  -4.84178  -0.36028  0.83685  -0.447
C  -4.02389  1.93817  0.72968  -0.891
C  -3.60543  1.91286  -0.72779  -1.205
N  -2.52500  0.96085  -0.97927  1.203
C  -3.04358  -0.12801  -1.86431  -1.313
C  -2.07491  -1.20419  -2.26243  0.154
C  -1.62124  -1.31102  -3.57096  -0.385
C  -0.90688  -2.41755  -3.99109  -0.568
C  -0.72222  -3.44114  -3.05277  -0.212
C  -1.15413  -3.38463  -1.73781  -0.610
C  -1.80376  -2.20016  -1.30334  -0.249
O  -2.16778  -2.01123  -0.05379  -0.508
C  -0.99204  -4.56150  -0.77979  2.887
C  -0.34524  -5.78554  -1.43686  -2.489
C  -0.12039  -4.17915  0.42198  -1.058
C  -2.38511  -4.96985  -0.28826  -1.631
C  -0.32309  -2.55555  -5.39283  2.206
C  -0.77429  -3.87372  -6.03658  -1.750
C  1.20847  -2.54234  -5.29840  -1.653
C  -0.76224  -1.40958  -6.30355  -2.132
C  -1.39103  1.59102  -1.70838  -1.584
C  -0.81292  2.87149  -1.17761  0.015
C  -0.84210  4.02110  -1.94914  -0.431
C  -0.06037  5.12947  -1.63496  -0.882
C  0.84909  4.97217  -0.59177  -0.167
C  0.93630  3.82640  0.19828  -0.531
C  -0.03218  2.81763  -0.00297  0.338
O  -0.17853  1.80567  0.81630  0.102
C  2.16569  3.53771  1.06776  2.857
C  2.86995  2.32408  0.43778  -1.617
C  3.16286  4.70256  1.08726  -2.551
C  1.84257  3.18955  2.52172  -1.193
C  -0.16310  6.40137  -2.47405  2.102
C  0.80601  7.48680  -2.00685  -2.182
C  -1.58851  6.95925  -2.37545  -1.646
C  0.14888  6.08293  -3.94247  -1.691
H  -5.42947  1.05695  2.80938  0.479
H  -3.83223  1.69097  3.23154  0.374
H  -4.16759  -0.05139  3.37879  0.185
H  -5.87721  -0.00592  0.90600  0.429
H  -4.74684  -1.28177  1.40752  0.245
H  -4.61481  -0.57744  -0.20171  0.215
H  -3.38383  2.62681  1.28785  0.155
H  -5.05377  2.32047  0.78979  0.680
H  -3.27734  2.92538  -0.97803  0.465
H  -4.45622  1.68195  -1.37453  0.380
H  -3.45615  0.35163  -2.76302  0.677
H  -3.86358  -0.62184  -1.34224  -0.263
H  -1.85698  -0.50872  -4.25925  0.476
H  -0.19587  -4.32434  -3.37771  0.449
H  0.67677  -5.58264  -1.75798  0.435
H  -0.91484  -6.13839  -2.29662  0.449
H  -0.30667  -6.59724  -0.70939  0.452
H  0.86957  -3.86183  0.09123  0.033
H  0.00354  -5.03689  1.08559  0.703
H  -0.58187  -3.37262  0.98382  -0.215
H  -3.00529  -5.29308  -1.12409  0.364
H  -2.88033  -4.13070  0.20098  0.002
H  -2.30456  -5.79793  0.41748  0.458
H  -0.39184  -4.73907  -5.49862  0.309
H  -0.41009  -3.93636  -7.06325  0.477
H  -1.86161  -3.94242  -6.05274  0.365
H  1.56826  -3.36370  -4.67990  0.326
H  1.55697  -1.61105  -4.85231  0.330
H  1.65757  -2.64046  -6.28854  0.448
H  -1.84855  -1.35369  -6.37959  0.414
H  -0.36199  -1.56464  -7.30593  0.433
H  -0.39397  -0.44791  -5.94603  0.363
H  -1.72442  1.76621  -2.74117  0.620
H  -0.60257  0.83630  -1.75315  0.268
H  -1.46708  4.02871  -2.83524  0.504
H  1.54567  5.77005  -0.40442  0.789
H  3.18370  2.55483  -0.58125  0.365
H  2.20063  1.46526  0.40619  -0.107
H  3.75532  2.05700  1.01834  0.560
H  3.53366  4.94238  0.09163  0.435
H  4.02176  4.42060  1.69867  0.463
H  2.72922  5.60485  1.52096  0.446
H  1.18872  2.32157  2.58309  -0.308
H  1.37855  4.03138  3.03805  0.281
H  2.77137  2.95711  3.04547  0.589
H  0.61743  7.77455  -0.97250  0.395
H  0.68582  8.37472  -2.62894  0.448
H  1.84359  7.16333  -2.08837  0.390
H  -1.82513  7.22930  -1.34576  0.359
H  -2.32255  6.22610  -2.70660  0.306
H  -1.69641  7.84915  -2.99701  0.456
H  1.13658  5.63188  -4.03662  0.355
H  0.12680  6.99332  -4.54330  0.466
H  -0.57677  5.38883  -4.36351  0.329
N  -1.27931  3.17025  2.87945  0.195
C  -1.23981  2.33811  3.94071  0.020
N  -1.00474  2.82089  5.15883  -0.885
C  -1.04170  1.90559  6.12651  0.129
N  -0.78119  2.32031  7.37916  -0.359
N  -1.33622  0.60161  5.96723  -0.788
C  -1.57584  0.25372  4.71170  -0.522
N  -1.51779  1.05549  3.66421  0.870
C  -1.98279  -1.16675  4.47439  1.185
C  -1.90228  -2.10302  5.49579  -0.753
C  -2.27217  -3.40933  5.22557  -0.825
C  -2.70133  -3.73884  3.95125  -0.954
C  -2.75269  -2.73813  2.99314  -0.214
N  -2.41764  -1.48007  3.25441  0.286
H  -0.91043  4.09082  3.05196  0.461
H  -1.00339  2.72570  1.99355  -1.018
H  -0.47701  3.26438  7.52538  0.255
H  -0.72425  1.64173  8.11532  0.236
H  -1.54604  -1.79542  6.46648  0.550
H  -2.21364  -4.16291  5.99934  0.454
H  -2.98083  -4.74858  3.69148  0.530
H  -3.03728  -2.94299  1.96933  0.054
C  5.55351  -3.63354  -0.90995  -1.628
C  5.78645  -2.98523  0.46089  2.151
C  6.54077  -1.66322  0.27443  -1.627
C  6.65824  -3.92583  1.29312  -2.238
C  4.43902  -2.69879  1.11776  0.367
C  4.10510  -3.16934  2.38740  0.062
C  2.87657  -2.89490  2.99365  -2.252
C  1.99436  -2.12961  2.27708  1.152
O  0.72203  -1.71344  2.61477  -0.478
B  0.29095  -0.99329  1.51739  0.161
O  1.25012  -0.93335  0.52218  -0.742
C  2.30874  -1.65682  1.01552  -0.376
C  3.51100  -1.92135  0.41265  -0.951
H  6.50768  -3.91411  -1.35643  0.453
H  5.05220  -2.95505  -1.59943  0.365
H  4.94100  -4.53052  -0.81640  0.352
H  7.48039  -1.83526  -0.25130  0.442
H  6.76558  -1.20716  1.23882  0.354
H  5.95578  -0.95006  -0.30448  0.349
H  7.59832  -4.10072  0.77071  0.449
H  6.17578  -4.89072  1.44605  0.429
H  6.89892  -3.50126  2.26731  0.422
H  4.80914  -3.77357  2.93482  0.515
H  2.63426  -3.26953  3.97574  0.500
H  3.71790  -1.53189  -0.57306  0.657

Forces on atoms 1 to 3 (eV/Å):
Tl 0.59 -0.21 -0.31
C -0.21 0.11 0.22
N -0.31 0.17 0.45

As for the HOMO energy: -6.8 eV. Its energy is -80610.7784 eV. The energy above the lowest of the compared OMol25 structures with the same formula, charge and spin is 0.0 kJ/mol. The molecular weight comes out at 1090.41 g mol⁻¹. Its spin multiplicity is 1.



[4]
A cluster of 2 separate species, C5H14NO2 in total in a non-equilibrium geometry. Source: the OMol25 dataset; level of theory: the ωB97M-V functional and the def2-TZVPD basis.

Each line ends with the natural charge from an NBO analysis.
Geometry (Å):
C  -0.35262  -1.66088  -1.35145  -0.646
C  -1.14067  -0.35579  -1.23779  -0.215
N  -1.01408  0.28845  0.08599  -0.687
C  0.14544  2.31308  -0.93365  -0.622
C  -0.09860  1.41224  0.28717  -0.086
C  1.26530  0.80622  0.78875  -0.047
O  1.15902  -0.51226  1.18059  -0.992
H  0.64003  -1.49395  -0.93062  0.253
H  -0.12490  -1.93156  -2.38687  0.175
H  -0.88780  -2.48580  -0.89119  0.196
H  -2.19235  -0.62402  -1.27137  0.164
H  -0.92692  0.27121  -2.10066  0.163
H  -0.51175  -0.41299  0.66862  0.413
H  1.19099  2.49373  -1.08531  0.200
H  -0.32312  1.91599  -1.83405  0.196
H  -0.39900  3.25162  -0.81318  0.186
H  -0.54470  1.97255  1.09971  0.165
H  2.12002  0.90374  0.08308  0.095
H  1.58473  1.41031  1.67917  0.098
H  0.21363  -2.96696  3.67654  0.451
H  0.40947  -2.08559  2.33201  0.532
O  -0.21211  -2.50935  2.95448  -0.991

Forces on atoms 1 to 3 (eV/Å):
C 0.79 0.40 -0.66
C -0.38 -0.46 0.75
N -0.25 -0.10 -0.66

As for the HOMO energy: -3.0 eV. As for the net charge: -1. Its energy is -10996.3920 eV. The energy above the lowest of the compared OMol25 structures with the same formula, charge and spin is 117.1 kJ/mol. The molecular weight comes out at 120.17 g mol⁻¹. Its spin multiplicity is 1.



> Which formula does entry 1 have?

C3H5N3O



> Number 3 is which compound?

C52H74BN8O4Tl



> What is the spin multiplicity in the first record?

1